[1]
Computed, not measured: C15H34N3O3PPdSi2 as an isolated structure, with ωB97M-V with the def2-TZVPD basis set.

XYZ file:
```
59
C15H34N3O3PPdSi2 | OMol25 | ωB97M-V with the def2-TZVPD basis set
Pd -0.4218 0.5506 -0.2538
C 1.5921 2.0176 2.3244
Si 0.5416 0.6502 3.1061
C 1.7741 -0.3882 4.1274
C -0.4713 1.5459 4.4488
N -0.3453 -0.2223 2.0000
C -0.9627 -1.4312 2.1626
C -1.3024 -1.9623 3.4203
C -1.9298 -3.2038 3.5946
C -2.2578 -3.9507 2.4803
C -1.9583 -3.4465 1.2064
C -1.3225 -2.2085 0.9878
N -1.0401 -1.7055 -0.2548
Si -1.3303 -2.3436 -1.7709
C -0.5131 -1.3647 -3.1515
C -0.7103 -4.1234 -2.0833
C -3.1647 -2.4618 -2.2500
H 2.6643 1.8094 2.4353
H 1.3924 2.9970 2.7786
H 1.3652 2.0906 1.2570
H 2.1510 0.1720 4.9939
H 2.6326 -0.6916 3.5153
H 1.2907 -1.3040 4.4911
H 0.1641 2.1816 5.0783
H -0.9750 0.8151 5.0951
H -1.2486 2.1744 3.9956
H -1.0668 -1.3657 4.2969
H -2.1654 -3.5606 4.5920
H -2.7506 -4.9130 2.5833
H -2.2320 -4.0322 0.3349
H 0.5421 -1.1905 -2.9191
H -0.9857 -0.3853 -3.2599
H -0.5795 -1.9001 -4.1105
H 0.3770 -4.1937 -1.9491
H -0.9490 -4.4379 -3.1071
H -1.1718 -4.8377 -1.3932
H -3.6634 -1.4925 -2.1334
H -3.6804 -3.1813 -1.6015
H -3.2838 -2.7897 -3.2909
N 2.2053 -0.7238 -0.3007
H 2.5894 -0.5426 0.6237
H 1.2341 -0.3374 -0.2237
H 2.0158 -1.7241 -0.3153
C -3.2599 1.8683 -1.9695
O -2.0710 2.5463 -2.3516
P -0.8015 2.4269 -1.2916
O -1.1582 3.7731 -0.3862
C -1.3597 3.6253 1.0129
O 0.2502 3.1623 -2.3098
C 1.5207 2.5464 -2.5000
H -3.8690 2.4942 -1.3087
H -3.0293 0.9344 -1.4538
H -3.8249 1.6537 -2.8768
H -2.3829 3.9209 1.2611
H -0.6618 4.2748 1.5463
H -1.1943 2.5946 1.3312
H 2.3021 3.2449 -2.1904
H 1.6444 2.3127 -3.5592
H 1.6095 1.6262 -1.9214
```

Its net charge is -2. As for the energy: -55247.8320 eV. The calculation puts the frontier orbital gap at 5.16 eV. The value obtained for the highest occupied orbital energy is 0.21 eV. The calculation puts the maximum force at 1.96 eV/Å.

---

[2]
Computed, not measured: a 2-piece molecular cluster, C2H2ClN overall, with ωB97M-V with the def2-TZVPD basis set.

XYZ file:
```
6
C2H2ClN | OMol25 | ωB97M-V with the def2-TZVPD basis set
C 1.6521 0.6325 -0.0757
C -1.6687 -0.9859 0.5977
N 1.5673 -0.4651 -0.4001
Cl -1.8400 0.6039 0.1033
H 1.5861 1.6522 0.1752
H -1.2967 -1.4376 -0.4005
```

As for the energy: -16114.3106 eV. The calculation puts the frontier orbital gap at 8.50 eV. The value obtained for the highest occupied orbital energy is -9.33 eV. The calculation puts the maximum force at 1.69 eV/Å. The calculation puts the energy above the lowest of the compared OMol25 structures with the same formula, charge and spin at 363.92 kJ/mol.

---

[3]
Computed, not measured: C50H51As2CrF5N4OSTe as an isolated structure, with ωB97M-V with the def2-TZVPD basis set.

XYZ file:
```
116
C50H51As2CrF5N4OSTe | OMol25 | ωB97M-V with the def2-TZVPD basis set
Cr 1.1997 0.3099 1.7505
N -0.4407 0.7761 3.1320
C -0.4426 1.9917 3.9896
C 0.9465 2.3275 4.5118
C 1.8308 2.9689 3.4544
N 2.3653 1.9721 2.4866
H -1.2973 0.7676 2.5790
H -0.4830 -0.0317 3.7468
H -1.1354 1.8459 4.8212
H -0.8188 2.8078 3.3727
H 1.4260 1.4246 4.9015
H 0.8437 3.0225 5.3475
H 2.6652 3.4953 3.9226
H 1.2547 3.6868 2.8700
H 3.1216 1.4542 2.9349
H 2.7866 2.4790 1.7132
C -0.4823 -1.3372 -1.7569
C -0.2637 -2.4819 -0.7765
As 0.0521 -2.0015 1.1027
C 1.0411 -3.6220 1.6102
C 0.7730 -4.2990 2.7944
C 1.5607 -5.3695 3.1929
C 2.6316 -5.7857 2.4160
C 2.8930 -5.1375 1.2190
C 2.1008 -4.0676 0.8213
C -1.6617 -2.3066 1.9730
C -1.7455 -2.2415 3.3644
C -2.9560 -2.4585 4.0079
C -4.0968 -2.7421 3.2701
C -4.0188 -2.8096 1.8876
C -2.8089 -2.5928 1.2419
As -2.0956 -0.2363 -1.4288
C -3.3849 -1.4492 -2.2874
C -3.1801 -2.0334 -3.5366
C -4.1221 -2.8951 -4.0769
C -5.2878 -3.1828 -3.3752
C -5.5135 -2.5916 -2.1427
C -4.5655 -1.7262 -1.6054
C -1.8507 0.9632 -2.9449
C -0.6096 1.5247 -3.2312
C -0.4750 2.4492 -4.2576
C -1.5836 2.8382 -4.9949
C -2.8261 2.2914 -4.7088
C -2.9573 1.3561 -3.6925
H -0.5624 -1.7488 -2.7638
H 0.3731 -0.6574 -1.7529
H 0.6367 -3.0288 -1.0526
H -1.0783 -3.2071 -0.8080
H -0.0471 -3.9974 3.4284
H 1.3383 -5.8708 4.1261
H 3.2530 -6.6111 2.7384
H 3.7128 -5.4609 0.5899
H 2.3215 -3.6031 -0.1309
H -0.8576 -2.0516 3.9589
H -3.0011 -2.4140 5.0886
H -5.0409 -2.9115 3.7712
H -4.8997 -3.0352 1.2995
H -2.7862 -2.6488 0.1632
H -2.2893 -1.7952 -4.1068
H -3.9537 -3.3361 -5.0514
H -6.0195 -3.8615 -3.7943
H -6.4271 -2.7991 -1.5996
H -4.7510 -1.2521 -0.6472
H 0.2607 1.2630 -2.6411
H 0.4967 2.8776 -4.4711
H -1.4817 3.5737 -5.7825
H -3.6989 2.5986 -5.2714
H -3.9317 0.9272 -3.4880
N 4.8831 -1.4059 -4.0560
C 4.5916 -0.1598 -3.6069
O 4.8744 0.8522 -4.2077
C 3.8882 -0.0762 -2.2625
C 3.3298 1.1381 -1.9130
C 2.6192 1.2413 -0.7265
N 2.4625 0.1989 0.1017
C 3.0762 -0.9493 -0.2012
C 3.7821 -1.1367 -1.3733
H 5.2734 -1.4691 -4.9819
H 4.4425 -2.2228 -3.6754
H 3.4306 1.9897 -2.5712
H 2.0913 2.1538 -0.4615
H 3.0143 -1.7320 0.5414
H 4.2623 -2.0913 -1.5428
F 7.0568 -3.8551 4.2614
C 5.8652 -3.2598 4.1754
C 4.7925 -3.7203 4.9181
F 4.9512 -4.7789 5.7168
C 3.5648 -3.0928 4.8249
F 2.5678 -3.5983 5.5598
C 3.3380 -1.9834 4.0091
S 1.7693 -1.2099 3.9463
C 4.4388 -1.5677 3.2731
F 4.3391 -0.5005 2.4452
C 5.6805 -2.1719 3.3451
F 6.7007 -1.7086 2.6145
C -3.2209 6.8509 -3.7790
C -2.5747 5.8873 -2.8187
C -3.3298 5.0056 -2.0634
C -2.7508 4.1219 -1.1530
C -3.6508 3.2229 -0.3501
C -1.3588 4.1194 -0.9914
Te -0.4543 2.8522 0.4453
C -0.5761 4.9925 -1.7645
C 0.9237 5.0209 -1.6556
C -1.1962 5.8617 -2.6552
H -4.2968 6.6853 -3.8376
H -2.8088 6.7469 -4.7852
H -3.0597 7.8856 -3.4689
H -4.4094 4.9985 -2.1810
H -4.6849 3.3155 -0.6864
H -3.6042 3.4744 0.7122
H -3.3434 2.1790 -0.4302
H 1.2407 5.3045 -0.6499
H 1.3484 5.7250 -2.3725
H 1.3438 4.0288 -1.8448
H -0.5792 6.5341 -3.2450
```

As for the energy: -242501.6612 eV. The calculation puts the frontier orbital gap (spin up / spin down) at 5.37 / 5.32 eV. Its expectation value of S² is 6.018. The value obtained for the highest occupied orbital energy (spin up / spin down) is -6.14 / -6.21 eV. The calculation puts the maximum force at 0.95 eV/Å. The spin multiplicity is 5. The calculation puts the energy above the lowest of the compared OMol25 structures with the same formula, charge and spin at 0.00 kJ/mol.

---

[4]
Computed, not measured: C21H35Cl2GeN4O6Rb as an isolated structure, with ωB97M-V with the def2-TZVPD basis set.

XYZ file:
```
70
C21H35Cl2GeN4O6Rb | OMol25 | ωB97M-V with the def2-TZVPD basis set
Rb -1.0529 0.3700 -0.2999
C -2.7715 -2.8825 3.2493
C -2.6107 -2.4417 1.7915
C -2.4934 -3.6698 0.8839
C -3.8228 -1.6141 1.3652
O -1.4844 -1.5987 1.6761
Ge 0.2865 -2.2474 1.6653
O 0.9586 -0.4683 1.6265
C 1.4194 0.2222 2.7638
C 2.1720 1.4481 2.2423
C 2.3828 -0.6258 3.6003
C 0.2359 0.6611 3.6319
O 0.2486 -2.2655 -0.2132
C 1.3291 -2.6130 -1.0497
C 2.1267 -1.3493 -1.3889
C 2.2593 -3.6457 -0.4073
C 0.7262 -3.1936 -2.3281
H -3.6483 -3.5231 3.3802
H -2.8785 -2.0039 3.8889
H -1.8847 -3.4343 3.5683
H -3.4195 -4.2510 0.9030
H -1.6760 -4.3176 1.2110
H -2.2828 -3.3545 -0.1384
H -4.7544 -2.1691 1.5049
H -3.7453 -1.3362 0.3116
H -3.8664 -0.7015 1.9639
H 3.0711 1.1258 1.7103
H 2.4722 2.1134 3.0577
H 1.5398 2.0000 1.5431
H 3.1901 -1.0062 2.9695
H 1.8706 -1.4799 4.0450
H 2.8198 -0.0255 4.4033
H -0.4699 1.2596 3.0515
H 0.5631 1.2407 4.5003
H -0.3077 -0.2190 3.9834
H 2.4842 -0.8771 -0.4719
H 1.4725 -0.6454 -1.9103
H 2.9755 -1.5680 -2.0451
H 2.7520 -3.2332 0.4760
H 3.0303 -3.9551 -1.1181
H 1.6928 -4.5260 -0.0977
H 0.0452 -2.4669 -2.7750
H 0.1586 -4.0951 -2.0892
H 1.5025 -3.4462 -3.0564
Cl -3.1438 4.3996 -3.1020
C -1.6094 3.6847 -3.3290
C -1.1230 3.4869 -4.6029
C 0.1182 2.9252 -4.7843
Cl 0.6631 2.6601 -6.3985
C 0.9783 2.5834 -3.6913
C 2.2847 2.1084 -3.8461
C 3.0409 1.8566 -2.7294
C 2.4728 2.0679 -1.4736
N 1.2328 2.4901 -1.2978
C 0.4955 2.7505 -2.3798
C -0.8818 3.2646 -2.1393
O -1.3546 3.3584 -1.0149
H -1.7292 3.7506 -5.4569
H 2.6850 1.9444 -4.8369
H 4.0534 1.4859 -2.8093
H 3.0371 1.8643 -0.5706
N -0.5420 4.0530 2.3050
N -1.7237 3.3138 1.9649
H -0.1605 4.4885 1.4707
H 0.1459 3.3812 2.6208
H -1.7572 3.1718 0.9617
H -2.5222 3.8768 2.2232
O -3.2720 0.3642 -2.2681
N -2.6178 0.8772 -3.1881
O -1.3867 0.6012 -3.2064
```

Its net charge is -1. As for the energy: -122808.4261 eV. The calculation puts the frontier orbital gap (spin up / spin down) at 6.41 / 4.51 eV. Its expectation value of S² is 0.789. The value obtained for the highest occupied orbital energy (spin up / spin down) is -4.43 / -4.43 eV. The calculation puts the maximum force at 0.22 eV/Å. The spin multiplicity is 2. The calculation puts the energy above the lowest of the compared OMol25 structures with the same formula, charge and spin at 0.00 kJ/mol.

---

[5]
Computed, not measured: a 2-piece molecular cluster, C6H13N2OS overall, with ωB97M-V with the def2-TZVPD basis set.

XYZ file:
```
23
C6H13N2OS | OMol25 | ωB97M-V with the def2-TZVPD basis set
C 1.5104 -0.4953 -0.1484
C 0.9970 1.6222 0.1183
C 2.5065 1.4282 0.1224
C -1.7239 -1.1202 1.0497
C -1.8022 -0.4383 -1.4232
C -1.8278 -0.0610 0.0528
N 0.5079 0.3031 -0.2951
N 1.5657 -1.7866 -0.5014
O 2.6664 0.0104 0.3071
S -2.3474 1.4901 0.4702
H 0.6014 1.8785 1.2153
H 0.6558 2.3420 -0.4450
H 2.9967 1.7894 -0.7916
H 3.0663 1.9168 0.9561
H -2.1245 -0.9557 2.0669
H -2.2500 -1.9748 0.7438
H -0.7275 -1.4670 1.3856
H -2.8592 -0.6067 -1.6340
H -1.3878 -1.3633 -1.5818
H -1.2705 0.4705 -1.8693
H 0.9792 -2.0780 -1.2626
H 2.5489 -2.0867 -0.4329
H -2.2811 1.1826 1.8970
```

Its net charge is +1. As for the energy: -22287.2272 eV. The calculation puts the frontier orbital gap at 8.19 eV. The value obtained for the highest occupied orbital energy is -12.95 eV. The calculation puts the maximum force at 6.48 eV/Å. The calculation puts the energy above the lowest of the compared OMol25 structures with the same formula, charge and spin at 214.78 kJ/mol.

---

[6]
Computed, not measured: a 2-piece molecular cluster, C3H4BrN overall, with ωB97M-V with the def2-TZVPD basis set.

XYZ file:
```
9
C3H4BrN | OMol25 | ωB97M-V with the def2-TZVPD basis set
C -0.7940 -1.7090 -0.0218
C 1.5182 1.2298 0.3662
C -1.4003 -0.6283 -0.6412
N -0.2769 -2.6569 0.3948
Br -2.4826 0.5941 0.1315
H 0.5026 0.8116 0.0713
H 1.7684 0.9783 1.3890
H 2.2440 1.7203 -0.0735
H -1.0795 -0.3398 -1.6163
```

As for the energy: -74703.7041 eV. The calculation puts the frontier orbital gap (spin up / spin down) at 7.23 / 9.29 eV. The value obtained for the highest occupied orbital energy (spin up / spin down) is -9.03 / -9.29 eV. The calculation puts the maximum force at 6.48 eV/Å. The calculation puts the energy above the lowest of the compared OMol25 structures with the same formula, charge and spin at 397.77 kJ/mol.